C42H41AsBrN4PPdS as an isolated structure in a non-equilibrium geometry. Source: the OMol25 dataset; level of theory: ωB97M-V/def2-TZVPD.

```
92
Properties=species:S:1:pos:R:3:forces:R:3:mulliken_charge:R:1
Pd -0.07834 2.07584 0.22322 4.2720 0.9230 -1.9236 -0.296
Br -5.53904 -1.35246 -0.77878 0.0557 0.2990 0.1479 -0.053
As 3.14666 -3.62096 0.80492 0.9959 0.1549 0.7128 0.242
S -1.93284 3.56144 1.28852 0.2066 0.0321 0.2390 -0.101
P -0.05434 -0.27396 0.21532 -2.1402 -1.1227 0.7110 1.431
N -2.77144 5.48114 -0.49308 1.0149 -0.2803 -0.0002 -0.119
N 0.44776 4.17424 -0.16978 2.8900 -2.0472 0.6391 0.692
N -0.50934 4.99484 -0.49788 -1.2895 2.1498 -0.0519 -1.040
N 2.19066 2.23774 -0.42468 -1.2934 0.8142 0.7105 0.106
C 1.16776 -7.23116 0.05442 -0.0670 -0.0902 0.2045 -0.548
C -0.64824 0.37564 4.15942 -0.0171 0.0709 0.1281 -0.802
C 2.90216 -3.90836 -2.13188 -0.0177 0.2065 0.0572 0.074
C 4.38906 -2.85076 -3.69858 -0.0078 0.0707 -0.0219 -0.548
C 4.75256 -2.58436 -1.34628 -0.1230 -0.0054 0.3012 -0.517
C -0.29794 0.48194 2.82542 0.2760 0.0446 -0.2637 -0.747
C 4.92726 2.58244 -0.11608 -0.0183 -1.3100 -0.3401 -0.671
C 0.61996 -4.93396 1.51922 0.2153 0.2442 -0.2989 -0.393
C -1.23124 0.27044 -2.17158 0.3921 0.0717 0.0788 -0.320
C -4.10504 6.29144 1.43542 -0.0218 -0.1055 -0.1988 -1.147
C -0.29554 -5.96976 1.48702 -0.0174 -0.2326 0.0696 -0.523
C -4.07944 5.50884 0.12172 -0.5094 0.0447 0.6398 -0.222
C -0.68444 -0.50846 1.91512 0.2873 0.2878 -0.2506 1.349
C 3.27926 -3.63836 -3.43628 0.0222 -0.0963 -0.1711 -0.691
C 2.09536 -1.93106 1.08402 -0.2219 -0.5254 -0.3572 -1.256
C 3.02366 1.23194 -0.63578 0.0531 -0.6562 -0.2197 -0.629
C -3.21764 2.09264 -0.73058 -0.0139 0.1127 0.4069 -0.457
C -1.71214 4.78414 -0.05488 -0.0781 -0.3913 -0.0734 0.716
C -4.43514 0.08314 -0.21808 -0.0724 -0.0513 -0.1356 -0.586
C -1.76154 -1.70316 3.69732 -0.0523 -0.0227 0.0054 -0.834
C -1.40684 -1.60786 2.36292 0.0863 0.0161 -0.0922 -0.662
C 1.02106 -1.78796 0.02872 1.0276 1.0519 0.0294 -0.752
C 4.08676 3.64944 0.04382 -1.7946 0.5449 -0.0860 -0.700
C -0.02224 -7.11886 0.75822 -0.0532 0.0528 0.0153 -0.630
C -2.82804 2.17614 0.60732 -0.9018 -0.1207 -0.5069 0.552
C -2.65784 -2.09156 -2.41758 0.0308 -0.0496 0.0184 -0.821
C 3.63546 -3.37116 -1.07848 -0.6080 -0.1089 0.2400 -0.011
C 1.79916 -5.02266 0.78102 -0.0909 0.1976 -0.2347 0.397
C -2.67754 -1.15766 -3.44178 0.0897 0.0548 -0.0113 -0.661
C 2.10846 5.96174 0.17272 -0.0208 -0.0249 -0.5597 -1.432
C -1.39024 -0.71236 4.59392 0.0423 0.0735 -0.0373 -0.786
C -1.21454 -0.66506 -1.13368 0.2152 0.6261 0.1060 1.356
C -4.04724 0.16094 1.11592 -0.0878 0.0286 -0.2709 -0.165
C -1.95814 0.02124 -3.32228 0.0375 0.0130 -0.0835 -0.823
C 1.74726 4.53314 -0.06958 -4.2727 1.2997 0.4425 0.271
C -3.26564 1.21824 1.52942 0.1356 0.4329 -0.0538 -1.038
C 2.68516 3.48484 -0.13038 1.9239 -2.4589 0.1071 0.387
C -4.03324 1.04944 -1.13208 -0.2597 -0.1855 0.1333 -0.589
C 2.08616 -6.19876 0.08542 0.0839 0.3604 -0.0231 -0.524
C 5.12136 -2.31206 -2.65138 0.0164 -0.0361 -0.0941 -0.643
C 4.39476 1.33984 -0.49758 0.3193 0.9535 0.1996 -0.740
C -1.92554 -1.85276 -1.26738 0.0314 -0.0118 0.0837 -0.502
H 2.57876 0.30164 -0.97568 0.0918 0.0391 0.1871 1.206
H -4.41384 4.48214 0.28992 -0.0640 0.0516 -0.1132 0.004
H -1.66714 -0.79346 5.63302 -0.0218 -0.0222 0.1146 0.429
H 0.32356 -2.63196 0.06852 -0.2444 0.2685 -0.0339 0.595
H -4.37664 -0.57866 1.82962 -0.0395 -0.0447 0.0245 0.554
H -3.69234 7.28874 1.30672 -0.0148 0.1091 -0.0429 0.333
H -2.55634 6.22364 -1.14448 0.1381 -0.0236 -0.0499 0.315
H 1.20626 6.55644 0.29622 0.0762 -0.0264 -0.0395 0.347
H 5.98986 -1.70386 -2.85358 0.1234 0.0272 -0.0352 0.474
H -1.69224 -2.39066 1.67752 -0.0650 -0.1191 -0.0694 0.418
H 2.71956 6.05634 1.07042 0.0306 -0.1040 0.0272 0.428
H -1.97174 0.74324 -4.12358 0.0361 0.0885 -0.1069 0.471
H -4.75794 5.97244 -0.59338 0.0422 -0.1370 -0.0503 0.497
H 1.38646 -8.13196 -0.49688 0.0411 -0.1081 -0.0415 0.429
H 2.03436 -4.52766 -1.94028 0.0076 0.0155 0.0040 0.477
H -3.00904 1.32744 2.57252 0.0381 -0.0811 0.1335 0.528
H 2.70806 -4.05386 -4.25298 -0.0209 -0.0525 -0.0940 0.440
H 0.31286 1.33664 2.48502 -0.2891 -0.4417 0.3171 0.353
H 0.42176 -4.05556 2.12282 -0.0641 0.0639 0.0157 0.460
H 1.45106 -1.76236 -0.97898 -0.0847 -0.0928 0.0495 0.644
H -1.21464 -5.89366 2.04792 -0.0915 -0.0280 0.0971 0.445
H -2.90834 2.84084 -1.45018 -0.0218 0.0133 -0.0068 0.451
H 4.69246 -2.66656 -4.71728 0.0034 0.0400 -0.1135 0.426
H -3.53744 5.78134 2.20932 0.0546 -0.0291 0.0737 0.281
H -5.13194 6.38314 1.77632 -0.0941 0.0404 0.0685 0.422
H -4.35504 0.99354 -2.15898 -0.0573 -0.0511 -0.0776 0.647
H 1.66756 -1.95196 2.08852 0.0751 -0.0665 -0.0135 0.547
H 2.80636 -1.10256 1.04652 0.1135 -0.1562 0.0242 0.312
H 4.47006 4.61924 0.31142 0.0444 0.1642 -0.0114 0.420
H 5.34256 -2.20526 -0.51858 0.0582 0.0167 0.0080 0.514
H 5.03146 0.49134 -0.68568 0.0027 -0.1232 -0.0431 0.385
H -3.24644 -1.35226 -4.33838 -0.0453 -0.0234 -0.0688 0.428
H 5.99036 2.69514 0.02892 0.0922 0.0286 0.0104 0.464
H -3.21474 -3.01066 -2.51608 -0.0375 -0.0675 0.0111 0.570
H 2.67836 6.35894 -0.66738 0.0679 0.1209 -0.0007 0.380
H -0.72394 -7.93796 0.76592 -0.1056 -0.0609 -0.0686 0.412
H -2.32204 -2.55666 4.04412 -0.0853 -0.1062 0.0275 0.548
H 3.03386 -6.29846 -0.43278 -0.0672 -0.0214 -0.0624 0.501
H -0.64504 1.19824 -2.07098 -0.3002 -0.3876 -0.2037 0.268
H -1.91744 -2.59506 -0.48198 -0.0131 -0.0793 0.0283 0.126
H -0.33804 1.13364 4.86282 0.0197 0.0665 0.0577 0.458
```
Positions in Å, forces in eV/Å.

Calculated values
charge	+2
HOMO level	-12.136	eV
molar mass	926.11	g/mol
frontier orbital gap	4.227	eV